{"formula": "C30H46MoN5O3Si4Te", "method": "ωB97M-V with the def2-TZVPD basis set", "mol_weight_da": 860.614, "charge": 3, "homo_ev": -14.61, "homo_lumo_gap_ev": 6.15, "e_lumo_ev": -8.46, "relative_energy_ev": 1.231, "species": ["Mo", "O", "C", "N", "C", "C", "C", "C", "C", "C", "N", "C", "O", "C", "C", "C", "C", "C", "N", "C", "C", "C", "C", "C", "N", "H", "H", "H", "H", "H", "H", "H", "H", "H", "H", "H", "H", "C", "N", "C", "C", "O", "H", "H", "H", "H", "H", "H", "H", "C", "Si", "C", "C", "Si", "Te", "Si", "C", "C", "C", "Si", "C", "C", "C", "H", "H", "H", "H", "H", "H", "H", "H", "H", "H", "H", "H", "H", "H", "H", "H", "H", "H", "H", "H", "H", "H", "H", "H", "H", "H", "H"], "xyz": [[0.2577, -0.7199, -1.8898], [3.4896, -2.7106, -0.5014], [2.6764, -1.8792, -0.7619], [1.6068, -2.0523, -1.6896], [1.5320, -3.2187, -2.5277], [2.5057, -4.1728, -2.7828], [2.1926, -5.2235, -3.6345], [0.9352, -5.3284, -4.2199], [-0.0379, -4.3726, -3.9778], [0.2807, -3.3148, -3.1406], [-0.5446, -2.2409, -2.7222], [-1.9477, -2.3347, -2.6862], [-2.6471, -2.8693, -3.4953], [-2.4680, -1.6116, -1.4667], [-3.7603, -1.7088, -1.0281], [-4.0985, -1.0707, 0.1636], [-3.1310, -0.3500, 0.8488], [-1.8520, -0.2775, 0.3300], [-1.5217, -0.8968, -0.8127], [2.6737, -0.5237, -0.1177], [3.7369, -0.1365, 0.6673], [3.7503, 1.1512, 1.1838], [2.6876, 1.9915, 0.8920], [1.6446, 1.5103, 0.1314], [1.6194, 0.2699, -0.3842], [3.4764, -4.1210, -2.3201], [2.9448, -5.9746, -3.8323], [0.7133, -6.1616, -4.8726], [-1.0131, -4.4372, -4.4372], [-4.4745, -2.2867, -1.6000], [-5.1046, -1.1471, 0.5552], [-3.3570, 0.1497, 1.7797], [-1.0633, 0.2734, 0.8234], [4.5385, -0.8418, 0.8420], [4.5848, 1.4917, 1.7821], [2.6614, 3.0111, 1.2489], [0.7965, 2.1378, -0.1094], [-1.1704, 0.6885, -6.6523], [-0.4917, 0.2564, -5.4205], [0.2550, -1.0070, -5.5126], [-0.5580, 0.9731, -4.3548], [-0.0214, 0.6745, -3.2184], [-0.4264, 0.8858, -7.4218], [-1.7542, 1.5869, -6.4698], [-1.8303, -0.1072, -6.9928], [0.7625, -1.0338, -6.4743], [-0.4338, -1.8506, -5.4503], [0.9955, -1.0819, -4.7240], [-1.1024, 1.9109, -4.4171], [-0.1728, 8.6048, 1.6123], [1.0157, 8.1476, 2.9718], [2.5061, 7.2625, 2.3014], [1.4085, 9.5793, 4.0837], [-0.2633, 6.6063, 4.2491], [-0.0363, 4.1739, 3.6438], [1.4446, 4.3407, 5.7627], [0.4550, 3.6367, 7.1510], [2.9784, 3.4123, 5.3351], [1.8608, 6.1412, 6.1052], [-2.0262, 7.3028, 5.7376], [-1.2151, 8.0694, 7.2237], [-2.9007, 8.5661, 4.6929], [-3.0734, 5.8331, 6.1469], [0.2771, 9.3490, 0.9490], [-1.0912, 9.0437, 2.0104], [-0.4369, 7.7427, 0.9951], [3.2863, 7.9914, 2.0666], [2.2463, 6.7338, 1.3832], [2.9268, 6.5384, 2.9986], [1.9503, 10.3384, 3.5128], [2.0397, 9.2915, 4.9271], [0.4997, 10.0437, 4.4732], [0.2495, 2.5787, 6.9756], [-0.4993, 4.1517, 7.2658], [1.0013, 3.7235, 8.0949], [2.7266, 2.3977, 5.0173], [3.6228, 3.3408, 6.2165], [3.5452, 3.8970, 4.5392], [1.0164, 6.7892, 6.3874], [2.4558, 6.6244, 5.3317], [2.4768, 6.1599, 7.0151], [-0.5586, 8.8992, 6.9493], [-0.6510, 7.3542, 7.8252], [-1.9970, 8.4767, 7.8725], [-2.2461, 9.4029, 4.4365], [-3.7407, 8.9743, 5.2635], [-3.3104, 8.1431, 3.7732], [-2.5005, 5.0446, 6.6358], [-3.5321, 5.4129, 5.2494], [-3.8761, 6.1305, 6.8274]], "forces_ev_per_angstrom": [[0.0455, 1.2213, -0.0148], [0.1839, -0.0940, 0.0314], [-0.4401, -0.0388, -0.2435], [1.0378, -0.5051, 0.0903], [-0.0233, 0.1056, 0.0991], [0.1096, 0.0236, 0.0437], [-0.0527, 0.0459, -0.0012], [0.0966, -0.0341, 0.0076], [-0.1565, 0.0567, -0.0876], [-0.0170, 0.1517, 0.1676], [-0.6164, -0.6214, -0.2150], [0.0589, 0.0534, 0.2431], [-0.0174, -0.0742, -0.0246], [0.3392, 0.0497, -0.1172], [-0.1962, -0.0168, 0.0199], [0.0406, 0.0202, 0.0255], [-0.0748, -0.0260, 0.0059], [0.0525, -0.0487, -0.0859], [-0.4532, -0.1212, 0.3970], [-0.0546, -0.0308, -0.0966], [0.1221, -0.0341, 0.0732], [0.0147, -0.0567, -0.0792], [0.1596, 0.0202, 0.1394], [-0.5690, -0.0938, -0.3422], [0.2206, -0.1895, 0.1593], [0.0266, 0.0068, 0.0230], [-0.0200, -0.0123, -0.0059], [-0.0054, 0.0103, 0.0018], [-0.0187, -0.0284, 0.0109], [0.0164, 0.0038, 0.0041], [0.0097, 0.0093, -0.0070], [-0.0115, -0.0090, -0.0029], [0.0126, 0.0093, 0.0150], [-0.0161, 0.0081, -0.0050], [-0.0232, 0.0046, 0.0100], [-0.0526, 0.0101, 0.0186], [-0.0411, 0.0516, 0.0399], [-0.0595, 0.0499, -0.1381], [0.1453, -0.1732, -0.0845], [-0.0460, -0.0630, -0.1218], [-0.0251, 0.0406, -0.0601], [0.2129, 0.0360, -0.1932], [0.0365, -0.0067, 0.0367], [0.0236, -0.0089, 0.0413], [0.0092, -0.0264, 0.0625], [-0.0288, 0.0590, -0.0201], [0.0052, 0.0909, -0.0181], [0.0280, 0.0406, 0.0532], [-0.0090, 0.0382, 0.0605], [-0.2066, 0.0281, -0.0628], [0.0170, -0.0021, -0.0986], [0.1335, -0.0164, -0.0339], [0.0269, 0.0255, 0.1252], [-0.0496, -0.5364, 0.0119], [0.0104, 0.7376, 0.2025], [-0.0897, 0.2067, 0.0131], [-0.0325, -0.1482, 0.0907], [0.1357, -0.2180, -0.0339], [-0.0900, 0.1790, 0.0980], [0.1181, -0.0878, 0.0493], [0.0670, 0.0868, 0.0844], [-0.0529, 0.1167, -0.1071], [-0.0844, -0.1310, -0.0428], [0.0537, -0.0089, 0.0637], [0.0116, -0.0157, -0.0590], [-0.0219, 0.0180, 0.0324], [-0.0119, -0.0390, -0.0289], [0.0141, -0.0164, 0.0010], [0.0505, -0.0114, 0.0375], [-0.0227, -0.0045, 0.0144], [-0.0161, 0.0306, -0.0068], [0.0398, 0.0163, 0.0037], [-0.0320, 0.0303, 0.0383], [0.0113, -0.0022, 0.0013], [0.0144, -0.0031, -0.0369], [0.0665, 0.0068, 0.0290], [-0.0125, -0.0092, -0.0211], [-0.0287, 0.0253, -0.0001], [-0.0139, -0.0228, -0.1164], [0.0367, 0.0108, -0.0844], [-0.0134, -0.1026, -0.0589], [0.0027, -0.0413, 0.0426], [-0.0059, 0.0071, -0.0241], [0.0039, 0.0051, -0.0465], [-0.0458, -0.0175, -0.0117], [0.0279, -0.0127, -0.0110], [0.0137, 0.0269, 0.0090], [-0.0185, -0.0097, 0.0035], [-0.0037, -0.0127, 0.0411], [0.0181, 0.0076, -0.0243]], "mulliken_charge": [1.04, -0.53, 0.27, 0.15, 0.47, -0.73, -0.67, -0.78, -0.61, 0.16, 0.67, -0.17, -0.54, 0.60, -0.74, -0.27, -0.93, -0.09, 0.11, 0.47, -0.72, -0.41, -0.91, -0.26, 0.03, 0.51, 0.44, 0.45, 0.55, 0.52, 0.48, 0.46, 0.62, 0.53, 0.52, 0.59, 0.59, -0.86, 0.16, -1.05, 0.11, -0.83, 0.35, 0.31, 0.35, 0.46, 0.41, 0.29, 0.41, -1.10, 0.43, -0.98, -0.95, 0.11, -0.17, 0.38, -0.83, -1.04, -1.11, 0.40, -1.05, -1.05, -0.92, 0.37, 0.33, 0.33, 0.43, 0.29, 0.22, 0.41, 0.34, 0.30, 0.31, 0.14, 0.37, 0.31, 0.40, 0.29, 0.16, 0.32, 0.49, 0.34, 0.37, 0.42, 0.30, 0.39, 0.36, 0.22, 0.31, 0.36]}